Formula: C30H33As2N9O3SV
Source: OMol25
Level of theory: ωB97M-V with the def2-TZVPD basis set

Last column: Mulliken charge in e.
Element x y z (Å)
1 H -1.520 -1.449 -3.446  0.64
2 H -1.443 -2.999 2.653  0.29
3 N -0.988 0.251 -2.273  0.39
4 H 0.430 1.846 -3.804  0.35
5 C 2.346 2.227 -4.685  -1.01
6 H -3.144 -6.351 -1.788  0.40
7 C 0.412 -0.187 4.580  -1.34
8 N -3.083 0.769 -1.663  -0.98
9 H -4.622 2.582 2.670  0.43
10 H 0.474 0.901 4.518  0.28
11 C 0.015 -2.072 -1.121  0.33
12 C 0.188 3.990 2.141  -1.81
13 H 1.877 3.217 -1.249  0.37
14 N 0.170 2.098 -0.496  0.99
15 C -2.490 -5.500 -1.648  -0.53
16 H 5.240 1.092 -3.349  0.50
17 H 3.592 -2.943 2.760  0.25
18 H -3.906 -0.800 -2.700  0.19
19 H 0.662 5.411 -1.074  0.45
20 H -0.682 4.584 1.888  0.56
21 H -1.208 -6.044 -3.276  0.32
22 H -2.912 3.529 -0.798  0.50
23 N -3.054 -0.325 -2.463  0.17
24 C -3.777 1.907 2.669  -1.00
25 H 0.263 3.880 3.225  0.44
26 C 3.621 0.105 -1.353  -0.85
27 N 2.630 -0.258 -0.573  2.16
28 H -2.066 -2.769 0.299  0.60
29 C -1.894 -3.508 -0.473  -0.38
30 C 3.721 2.008 -4.560  -0.39
31 C -2.745 -4.584 -0.639  -1.19
32 H 4.407 2.394 -5.302  0.42
33 C 4.185 1.295 -3.478  -1.13
34 C -1.401 -5.329 -2.483  -0.83
35 H 0.581 -4.821 -3.748  0.33
36 H -3.607 -4.711 0.004  0.43
37 N 3.312 -2.018 2.474  -0.27
38 S 2.554 -3.502 0.446  -0.48
39 H 2.244 0.772 2.089  -0.15
40 H -0.382 -0.440 5.282  0.42
41 C 0.850 3.303 -0.922  -0.43
42 C -0.546 -4.238 -2.330  1.22
43 H 2.603 2.296 1.254  0.47
44 H 1.079 4.490 1.767  0.47
45 H 3.984 -1.303 2.718  0.25
46 C -1.598 0.139 2.662  0.20
47 C 2.940 -1.994 1.122  -0.02
48 V 0.872 0.094 -1.309  -0.09
49 C -1.462 1.459 2.222  0.43
50 O -0.272 -1.262 -0.183  -0.29
51 H 0.103 -3.361 3.404  0.36
52 C -2.852 -0.271 3.103  -0.66
53 C -1.809 1.097 -1.563  -0.06
54 H 1.358 -0.577 4.956  0.41
55 C 0.175 4.472 -0.831  -0.97
56 H 2.155 2.332 2.982  0.59
57 C -0.706 -2.634 3.367  -1.33
58 O 0.829 -1.705 -2.018  -0.81
59 O 0.489 -4.050 -3.180  -0.41
60 N 3.054 -0.802 0.602  -1.70
61 C 1.502 1.706 -3.732  0.00
62 C -2.543 2.338 2.215  -0.88
63 H 4.644 -0.148 -1.101  0.37
64 N -1.148 4.573 -0.512  -0.65
65 C -1.227 2.224 -0.905  0.30
66 C -1.836 3.436 -0.688  -0.79
67 As 0.176 2.163 1.447  1.42
68 H -1.158 -2.545 4.356  0.44
69 H 1.948 2.801 -5.509  0.45
70 C -0.792 -3.314 -1.300  0.04
71 C -3.930 0.600 3.107  -0.80
72 As 0.041 -0.922 2.761  1.44
73 H -4.898 0.261 3.455  0.42
74 C 1.995 1.826 2.031  -0.88
75 C -1.804 -0.625 -2.813  -0.54
76 H -2.989 -1.285 3.458  0.42
77 C 3.273 0.816 -2.531  0.91
78 H -2.433 3.349 1.845  0.34
79 N 1.933 1.017 -2.664  0.52

Results
total energy = -7695.206790 Eh
spin multiplicity = 4
LUMO level (spin up / spin down) = 0.096 / -0.350 eV
max |F| = 2.87 eV Å⁻¹
relative energy (zero: lowest compared OMol25 entry of this formula, charge and spin) = 113.77 kcal/mol